1 | Density functional theory data (ωB97M-V/def2-TZVPD) for a structure of composition C5H8S.

The geometry in ORCA input format:
```
! wB97M-V def2-TZVPD RIJCOSX def2/J DEFGRID3
* xyz 0 1
C -2.5216 -0.5144 -0.0755
C -1.3877 -0.1108 0.5326
C -0.1601 -0.0321 -0.3438
C 1.0333 0.8871 -0.1520
C 2.0377 -0.1701 0.2855
H -3.5276 -0.5490 0.3597
H -2.4719 -0.5147 -1.1768
H -1.2211 -0.1835 1.6364
H -0.4001 0.0137 -1.4532
H 1.3269 1.3387 -1.1545
H 1.0486 1.7721 0.5770
H 3.0112 -0.2713 -0.3001
H 2.3209 -0.1952 1.3374
S 0.9115 -1.4705 -0.0728
*
```

Results
LUMO level (eV): 0.9
Kohn-Sham gap (eV): 9.4


2 | Density functional theory data (ωB97M-V/def2-TZVPD) for a structure of composition C5H8S.

The geometry in ORCA input format:
```
! wB97M-V def2-TZVPD RIJCOSX def2/J DEFGRID3
* xyz 0 1
C 2.1059 -0.2148 -0.3079
C 1.0744 0.2764 0.3512
C -0.2081 0.0978 -0.3509
C -1.3337 1.1213 -0.0124
C -0.9412 -1.0572 0.2481
H 1.8962 -0.5217 -1.3211
H 3.1230 -0.4829 0.1101
H 1.1457 0.7335 1.3663
H -0.0171 0.0504 -1.4115
H -1.3824 1.9237 -0.7125
H -1.2017 1.4280 1.0161
H -0.8639 -1.1401 1.3690
H -0.8156 -2.0004 -0.2002
S -2.5816 -0.2140 -0.1444
*
```

Results
LUMO level (eV): 1.0
Kohn-Sham gap (eV): 9.6


Which one sits at the top of the stability order? 2 does.


1 | Density functional theory data (ωB97M-V/def2-TZVPD) for a cluster of 2 separate species, C5H8S in total.

The geometry in ORCA input format:
```
! wB97M-V def2-TZVPD RIJCOSX def2/J DEFGRID3
* xyz 0 1
C 1.4758 1.2200 0.2213
C 1.4199 -0.0177 -0.2718
C 2.3510 -0.5907 -1.3414
S 0.3107 -1.2642 0.2644
H 2.1762 2.0426 0.0462
H 0.9822 1.4519 1.0807
H 1.7967 -0.8583 -2.2576
H 3.0601 0.3069 -1.6028
H 2.9028 -1.5064 -1.1821
H -0.6786 -0.3929 0.7797
C -3.1576 -1.6352 0.5968
C -3.7803 -0.9778 -0.1923
H -2.3130 -2.0826 1.0663
H -4.5292 -0.4770 -0.7600
*
```

Results
SMILES: C=C(C)S.C#C
LUMO level (eV): 0.9
Kohn-Sham gap (eV): 9.5


2 | Density functional theory data (ωB97M-V/def2-TZVPD) for the molecule C5H8S.

The geometry in ORCA input format:
```
! wB97M-V def2-TZVPD RIJCOSX def2/J DEFGRID3
* xyz 0 1
C -0.2689 1.1071 2.3775
C 0.6250 0.8938 1.3998
C 0.4048 0.1458 0.2201
C 1.4285 0.5134 -1.1239
S -0.7121 -1.2166 0.1230
C -1.1878 -1.5934 -1.6165
H 0.1538 1.4730 3.3546
H -1.3197 0.7445 2.4021
H 1.6234 1.3286 1.4682
H 1.0800 -0.0468 -2.0398
H 1.9818 1.4760 -0.9273
H -0.7142 -2.5630 -1.8532
H -0.8505 -0.8332 -2.3413
H -2.2442 -1.4292 -1.4435
*
```

Results
SMILES: C=CC(=C)SC
LUMO level (spin up / spin down) (eV): 0.0 / 0.1
Kohn-Sham gap (spin up / spin down) (eV): 8.1 / 7.4


Which one sits at the top of the stability order? 1 does.


1 | Density functional theory data (ωB97M-V/def2-TZVPD) for a cluster of 2 separate species, C5H8S in total.

The geometry in ORCA input format:
```
! wB97M-V def2-TZVPD RIJCOSX def2/J DEFGRID3
* xyz 0 1
C -1.6871 0.1668 -0.4023
C 1.0775 0.3805 0.6888
C -0.9722 -0.9930 0.1681
C 0.5422 -0.8600 0.0390
C 1.5268 1.4566 0.0967
S -3.1188 0.6027 0.3143
H -1.5351 0.5862 -1.3226
H -1.3966 -1.1724 1.2994
H -1.4063 -1.8990 -0.4526
H 0.8818 -0.7505 -0.9711
H 1.1155 -1.6646 0.5271
H 1.6231 1.4880 -2.1255
H 2.2271 2.3053 0.3569
H 1.1219 0.3534 1.7839
*
```

Results
LUMO level (spin up / spin down) (eV): -0.8 / -0.8
Kohn-Sham gap (spin up / spin down) (eV): 7.9 / 7.9


2 | Density functional theory data (ωB97M-V/def2-TZVPD) for the molecule C5H8S.

The geometry in ORCA input format:
```
! wB97M-V def2-TZVPD RIJCOSX def2/J DEFGRID3
* xyz 0 1
C -0.8760 -2.2691 -0.2083
C -0.6926 -1.1307 0.0257
C 0.1147 0.1381 0.0418
C -0.2063 1.1838 1.0589
C 0.0105 0.5872 -1.4326
S 1.8813 -0.4953 0.3064
H -1.2343 -3.2793 -0.3239
H 0.6522 1.8084 1.3278
H -0.2906 0.6961 2.0650
H -1.1827 1.6238 0.9760
H -0.9775 0.6855 -1.8849
H 0.7250 1.3870 -1.6942
H 0.3203 -0.3851 -1.9056
H 1.7560 -0.5505 1.6477
*
```

Results
SMILES: C#CC(C)(C)S
LUMO level (spin up / spin down) (eV): 0.8 / 0.9
Kohn-Sham gap (spin up / spin down) (eV): 9.8 / 9.8


Which one sits at the top of the stability order? 2 does.


1 | Density functional theory data (ωB97M-V/def2-TZVPD) for a cluster of 2 separate species, C6H12O2 in total.

The geometry in ORCA input format:
```
! wB97M-V def2-TZVPD RIJCOSX def2/J DEFGRID3
* xyz 0 1
C -1.6432 1.1360 0.9173
C -1.0474 0.1095 -0.0268
C -1.6102 -1.2878 0.1588
O -0.7033 0.4950 -1.1935
H -1.3884 0.8899 1.9484
H -2.7311 1.1318 0.8350
H -1.2488 2.1240 0.6949
H -1.2896 -1.9554 -0.6376
H -1.2864 -1.6876 1.1212
H -2.7005 -1.2487 0.1614
C 1.5104 -1.2318 -0.1683
C 0.9966 0.1159 0.2917
C 1.6485 1.2299 -1.0276
O 1.1434 0.6073 1.3850
H 1.2415 -1.9825 0.5752
H 2.5949 -1.1934 -0.2528
H 1.0758 -1.4813 -1.1304
H 1.2861 2.2256 -0.8086
H 1.4520 0.9252 -2.0490
H 2.6998 1.0784 -0.7944
*
```

Results
SMILES: CC(C)=O.CC(C)=O
LUMO level (eV): -0.7
Kohn-Sham gap (eV): 7.9


2 | Density functional theory data (ωB97M-V/def2-TZVPD) for a cluster of 2 separate species, C6H12O2 in total.

The geometry in ORCA input format:
```
! wB97M-V def2-TZVPD RIJCOSX def2/J DEFGRID3
* xyz 0 1
C -2.0488 0.7102 -0.9903
C -2.7146 -0.4461 -0.1412
C -1.7018 -1.3928 0.3900
C -0.4544 -0.8959 0.9234
C 0.8195 -1.1058 0.3924
C 2.1333 -0.4885 0.6713
O 2.6307 0.3071 -0.3543
H -1.3428 0.2397 -1.6207
H -1.1660 1.2908 -0.2932
H -2.7954 1.4909 -1.2563
H -3.5126 -0.8847 -0.7742
H -3.3170 -0.0072 0.7103
H -1.6159 -2.2602 -0.1976
H -0.5167 -0.3562 1.9190
H 0.8211 -1.8665 -0.3106
H 1.9165 0.0503 1.6584
H 2.8382 -1.3270 0.8139
H 0.8558 2.9329 -1.2076
H 2.1566 1.2164 -0.3678
O 1.0543 2.3421 -0.4642
*
```

Results
LUMO level (eV): -3.4
Kohn-Sham gap (eV): 3.9


3 | Density functional theory data (ωB97M-V/def2-TZVPD) for a cluster of 2 separate species, C6H12O2 in total.

The geometry in ORCA input format:
```
! wB97M-V def2-TZVPD RIJCOSX def2/J DEFGRID3
* xyz 0 1
C -0.3483 -0.4694 1.6819
C -0.8891 -0.7524 0.4416
C -2.0127 0.0668 -0.1113
C -0.5973 -2.0361 -0.2676
H 0.1430 -1.2719 2.2190
H -0.9073 0.2038 2.3242
H -1.8612 0.2756 -1.1712
H -2.1285 1.0098 0.4207
H -2.9512 -0.4891 -0.0192
H -1.4883 -2.6735 -0.2492
H -0.3499 -1.8596 -1.3154
H 0.2160 -2.5850 0.2039
O 2.3457 2.9419 -1.6490
C 2.3995 1.9366 -0.9929
C 1.1432 1.0669 -0.6612
O 1.6026 1.0842 0.6509
H 3.3576 1.4647 -0.7190
H 0.2341 1.6393 -0.8556
H 1.2166 0.1085 -1.1909
H 0.8754 0.3390 1.2603
*
```

Results
SMILES: C=C(C)C.O=CCO
LUMO level (eV): 0.2
Kohn-Sham gap (eV): 9.1


Which one sits at the top of the stability order? 3 does.


1 | Density functional theory data (ωB97M-V/def2-TZVPD) for a cluster of 2 separate species, C2H3N in total.

The geometry in ORCA input format:
```
! wB97M-V def2-TZVPD RIJCOSX def2/J DEFGRID3
* xyz 0 1
C -0.7373 2.4686 0.6492
C 0.2618 -0.9150 -0.1687
N -0.4282 1.3758 0.4041
H -0.2035 -0.3512 -0.9619
H -0.1773 -1.6822 0.4630
H 1.2846 -0.8960 -0.3857
*
```

Results
LUMO level (spin up / spin down) (eV): -2.5 / -3.2
Kohn-Sham gap (spin up / spin down) (eV): 7.6 / 6.4


2 | Density functional theory data (ωB97M-V/def2-TZVPD) for a cluster of 2 separate species, C2H3N in total.

The geometry in ORCA input format:
```
! wB97M-V def2-TZVPD RIJCOSX def2/J DEFGRID3
* xyz 0 1
C 0.3527 0.2416 -0.5001
C -0.6436 -0.6388 -0.0210
N 1.0053 -0.8357 -0.3340
H 1.3971 3.0032 0.2319
H -0.7437 -0.4555 1.0739
H -1.3680 -1.3147 -0.4506
*
```

Results
LUMO level (spin up / spin down) (eV): -1.4 / 0.6
Kohn-Sham gap (spin up / spin down) (eV): 9.4 / 10.1


Which one sits at the top of the stability order? 1 does.


1 | Density functional theory data (ωB97M-V/def2-TZVPD) for the molecule C2H3N.

The geometry in ORCA input format:
```
! wB97M-V def2-TZVPD RIJCOSX def2/J DEFGRID3
* xyz 0 1
C -0.2401 0.3381 0.0995
C 0.5578 -0.7923 -0.2852
N 1.2012 -1.6703 -0.6464
H -0.2853 1.1572 -0.7468
H 0.0354 0.8884 1.0726
H -1.2690 0.0789 0.5063
*
```

Results
SMILES: CC#N
LUMO level (eV): 0.7
Kohn-Sham gap (eV): 12.4


2 | Density functional theory data (ωB97M-V/def2-TZVPD) for the molecule C2H3N.

The geometry in ORCA input format:
```
! wB97M-V def2-TZVPD RIJCOSX def2/J DEFGRID3
* xyz 0 1
C -0.5077 0.0558 0.0166
C 0.9869 0.0962 -0.0220
N 2.1352 0.0146 0.0085
H -0.7853 -0.4680 0.8865
H -0.9870 1.0066 -0.1199
H -0.8421 -0.7052 -0.7697
*
```

Results
SMILES: CC#N
LUMO level (eV): 0.8
Kohn-Sham gap (eV): 12.6


Which one sits at the top of the stability order? 2 does.